Model 1:
A molecular structure, C47H58BF2NO8SeTa, computed with ωB97M-V/def2-TZVPD.

Output
E_LUMO ... -3.68 eV
Orbital gap ... 7.42 eV
Highest occupied orbital energy ... -0.408 hartree

```
! wB97M-V def2-TZVPD RIJCOSX def2/J DEFGRID3
* xyz 1 1
C 2.375 3.010 3.437
C 1.038 -0.143 3.801
H -2.391 -5.879 1.975
C 0.160 -3.643 2.567
C -3.668 1.616 3.011
C -1.699 -5.069 1.732
C 1.643 -0.263 -2.895
C 1.765 -2.648 1.033
H 1.022 -4.626 0.859
H 2.871 -3.800 -0.371
H -4.031 0.443 1.212
H 3.595 -2.244 0.008
C 1.004 -1.392 2.953
C 0.942 -2.802 -2.040
H -3.553 5.310 -4.060
O 3.441 -0.216 -1.317
H 5.188 0.332 -2.311
C 1.064 2.442 -1.240
C -2.531 3.521 -3.381
H -1.929 -1.387 -4.663
C 0.581 1.904 2.411
O 2.132 1.999 -0.472
C 0.632 -0.970 -3.532
H -0.341 -2.404 4.248
H 3.431 3.220 3.349
N 7.310 1.597 -1.981
F 4.408 1.020 2.801
C -1.008 3.618 -1.365
H -3.942 3.786 2.922
H -1.734 4.266 -0.885
C 0.297 3.791 0.766
Ta 3.250 1.074 0.637
H 2.053 0.248 3.843
O 5.045 0.444 0.396
H 1.876 1.332 -4.323
H -1.646 -0.021 4.010
H -2.659 5.543 -2.555
C -0.225 2.414 -3.246
C 1.949 1.175 -3.248
H -2.542 1.800 -4.721
H -0.231 4.740 0.856
C 0.101 0.884 3.212
H -3.566 3.144 -5.229
H -5.146 0.509 4.118
C -0.155 -4.345 -4.416
H 2.957 1.435 -2.936
H -1.787 5.441 -4.090
C 4.681 -0.576 -2.004
C 1.710 -1.472 1.769
C 2.314 -0.877 -1.853
H -3.618 3.162 4.544
H 1.803 3.934 3.373
H 2.171 2.514 4.384
O 2.387 -0.363 1.281
F 6.177 2.531 2.981
O 4.330 2.774 1.372
H -4.654 3.224 -3.054
C -4.064 0.498 3.977
C -0.752 -4.816 2.917
H 0.791 -5.910 3.998
C -1.232 3.169 -2.664
H -0.318 2.082 -4.273
H -2.283 -4.174 1.505
O 6.086 1.069 1.149
C -2.160 1.671 2.784
H -0.978 -4.402 5.049
O 4.691 3.200 0.027
H 0.674 -6.355 2.291
H -2.181 -2.921 -5.495
H -3.600 0.630 4.957
H -2.258 -5.387 4.342
H 1.349 3.970 0.975
H 0.644 -4.095 -5.118
H -2.690 -4.006 -3.366
C -1.905 -3.443 -2.857
H -3.792 -0.487 3.587
C 0.931 2.053 -2.560
C -1.598 -4.537 4.160
C -0.262 2.781 1.742
H -0.902 -4.939 -4.946
H -2.354 -2.546 -2.423
O 1.973 2.138 2.352
C -4.375 1.374 1.669
C 0.124 3.279 -0.647
C -2.636 5.047 -3.528
C -1.430 -2.295 -5.011
H -5.454 1.304 1.823
H -4.189 2.187 0.963
H -0.555 -6.912 3.429
C -1.625 2.649 1.945
H 0.270 -4.966 -3.625
C -3.712 3.004 -2.547
C 0.223 -2.480 3.326
C -4.133 2.955 3.603
C -1.276 0.782 3.384
B 5.426 1.794 2.162
C 0.979 -3.711 1.440
H -0.689 -2.025 -5.766
Se 6.389 3.816 -0.209
H 0.664 -3.786 -1.676
C -0.798 -3.069 -3.852
C 0.094 -6.072 3.172
C 1.970 -2.138 -1.390
H 5.320 -1.140 -1.333
H -3.642 1.922 -2.405
C -2.609 2.890 -4.771
H 4.415 -1.172 -2.871
C 6.978 2.436 -1.264
H -3.745 3.473 -1.561
H -1.820 3.262 -5.429
C 0.275 -2.253 -3.135
H -1.527 -4.062 -2.040
C 2.651 -2.750 -0.186
H -2.226 -3.651 4.029
H 0.737 -0.402 4.816
H -2.289 3.333 1.427
H 0.115 -0.489 -4.353
H -1.150 -5.355 0.833
H -5.206 2.923 3.800
*
```

Mulliken atomic charge list, values in e, 8 entries:
1. C -1.095
2. C -1.278
3. H 0.483
4. C -0.511
5. C 1.970
6. C -1.601
7. C 0.231
8. C -0.092



Model 2:
A molecular structure, C47H58BF2NO8SeTa, computed with ωB97M-V/def2-TZVPD.

Output
E_LUMO ... -3.78 eV
Orbital gap ... 7.34 eV
Highest occupied orbital energy ... -0.409 hartree

```
! wB97M-V def2-TZVPD RIJCOSX def2/J DEFGRID3
* xyz 1 1
H -3.273 -0.278 2.646
C -2.601 -0.236 -5.180
O 0.081 0.635 1.654
H 2.654 0.438 -1.826
H -5.195 0.571 -1.273
C -5.692 -5.792 -0.020
O -1.424 -0.138 -1.738
C -5.687 -4.715 -2.259
Ta -0.320 -0.230 -0.276
H 0.309 0.288 -3.693
H -3.598 0.979 -0.676
C -4.927 -3.393 -0.292
N 4.421 1.354 0.597
C -0.042 -3.337 0.648
C 0.782 -2.114 -2.670
H -6.645 -1.329 -6.823
C -3.152 -1.404 0.445
H -1.627 -5.530 2.632
O -0.154 -2.014 0.261
H -4.663 -5.037 -2.458
H -4.691 -6.196 -0.188
C -4.162 0.225 -1.225
Se 2.459 -0.702 1.511
C 0.018 -6.034 1.345
H 1.488 -8.920 2.531
C -3.973 -0.097 -5.024
H -1.525 -5.928 -6.885
H -6.391 1.193 -7.119
H -3.691 -1.310 -7.546
H 0.435 -7.147 -6.079
C -3.626 0.096 -2.621
O 1.203 2.213 0.205
C -3.074 -2.628 1.083
H 0.651 -8.135 -0.341
C -1.223 -5.037 -6.333
C -0.252 -0.445 -4.272
C 0.921 -4.157 0.073
C 3.607 0.633 0.972
H -5.011 2.034 -6.404
H -3.537 0.442 -7.764
C -3.971 -3.617 0.691
C 1.440 -7.859 2.280
C 2.493 -0.524 -2.292
O 1.203 -1.042 -1.852
C -4.103 -1.111 -0.521
C -2.818 0.413 1.940
O 1.025 1.116 -0.689
H -5.878 -3.817 -2.848
C 0.756 -6.286 -5.490
C 0.112 -1.850 -3.850
C -0.136 -8.331 0.389
C -4.976 -2.127 -0.875
H 0.008 -0.293 -5.320
H 2.475 -0.432 -3.376
H 3.266 -1.237 -2.002
C 1.859 -3.644 -0.981
H -2.128 -4.475 -6.092
H -6.364 -5.495 -2.611
H -2.265 -5.730 -3.879
C -4.236 -0.364 -7.532
H -2.477 -3.407 2.988
C -2.021 -2.916 2.128
H -7.566 -3.086 -1.071
C -0.955 -3.817 1.573
C -2.267 -0.080 -2.835
O 1.249 0.287 2.420
H -0.891 -6.686 -3.314
C -0.463 -5.453 -5.074
C -0.279 -2.938 -4.626
H -2.016 -7.728 2.295
H 1.673 -6.137 -0.021
H 2.332 -2.719 -0.657
H 1.444 -5.696 -6.098
O -2.252 -0.386 0.857
H 0.954 -5.461 -2.759
F -0.034 3.047 2.016
C -1.726 -0.225 -4.096
C -1.012 -7.926 2.678
H -0.605 -4.432 -6.999
H -5.710 -1.919 -1.645
C 0.926 -5.497 0.433
H -4.974 -0.399 -8.334
B 0.088 2.125 1.074
C -4.948 -0.134 -6.199
C -5.950 -1.277 -5.983
H -5.522 0.216 -3.565
C -5.703 1.200 -6.273
H -1.754 -7.168 -4.775
C 0.712 -4.453 -3.076
H -2.020 0.966 2.415
C -0.909 -5.167 1.908
F -1.111 1.834 0.276
C -1.397 -6.309 -4.205
H -3.899 -4.584 1.171
H -5.848 -5.688 1.056
H 1.304 -6.662 -4.626
C -0.004 -4.248 -4.255
H -8.047 -4.764 -0.834
H 2.652 -4.377 -1.133
H -0.825 -2.735 -5.538
H -6.288 1.385 -5.371
H -0.123 -9.399 0.610
C 1.122 -3.400 -2.276
H 1.618 -7.286 3.192
H -0.898 -7.409 3.633
H -1.583 -1.984 2.485
H -1.096 -8.090 -0.074
H 2.252 -7.647 1.583
C -5.902 -4.472 -0.758
C -7.341 -3.996 -0.514
C 0.070 -7.523 1.678
H -7.513 -3.796 0.545
H -5.437 -2.238 -5.905
H -6.539 -1.133 -5.076
H -2.174 -0.355 -6.167
H -3.567 1.083 1.526
H -6.409 -6.528 -0.385
H -0.942 -8.996 2.876
C -4.460 0.080 -3.728
*
```

Mulliken atomic charge list, values in e, 8 entries:
1. H 0.424
2. C 0.097
3. O -0.417
4. H 0.304
5. H 0.775
6. C -2.204
7. O -0.303
8. C -1.649



Pick model 2: it beats the second-best structure by 0.359 eV.